1.
C8H10OS | the ωB97M-V functional and the def2-TZVPD basis

Element x y z (Å)
1 C 2.3893 -1.7736 -0.1631
2 O 1.8897 -0.5825 -0.6680
3 C 1.2792 0.2948 0.2440
4 S 2.4022 1.9504 0.3095
5 C -0.1713 0.6932 -0.0345
6 C -0.9453 1.3702 0.9086
7 C -2.2875 1.6594 0.6544
8 C -2.8909 1.0950 -0.4599
9 C -2.2011 0.2978 -1.3093
10 C -0.7737 0.2654 -1.1773
11 H 2.5763 -2.4567 -1.0484
12 H 1.5357 -2.2845 0.3489
13 H 3.3955 -1.7901 0.2145
14 H 1.3957 0.0462 1.2464
15 H 3.3407 1.5295 -0.5647
16 H -0.6329 1.7855 1.9262
17 H -2.7968 2.1292 1.5557
18 H -4.0157 1.0337 -0.6299
19 H -2.6080 -0.3107 -2.0961
20 H -0.1426 -0.2884 -1.9501

## Properties
multiplicity	1
structure (SMILES)	CO[C@@H](S)c1ccccc1
E_HOMO	-0.3267	Ha
ΔE to the lowest compared entry with this formula, charge and spin	21.33	kcal per mole
orbital gap	0.357	Eh



2.
C3H6Br2Cl2Si | the ωB97M-V functional and the def2-TZVPD basis

Element x y z (Å)
1 C -0.3774 -0.6402 1.6580
2 Si 1.2913 -0.9399 0.7109
3 Cl 2.2085 0.6024 -0.1802
4 Cl 2.7023 -2.0182 1.8310
5 Br 0.6953 -2.4271 -1.0023
6 H -1.1058 -1.2904 1.3715
7 H -0.1912 -0.6277 2.6862
8 H -0.8729 0.2008 1.3833
9 C -0.8487 1.6753 -0.8886
10 C -0.6391 0.6716 -1.7293
11 Br 0.4875 0.7173 -3.1750
12 H -0.3707 2.6179 -0.8300
13 H -1.5955 1.6401 -0.2458
14 H -1.3837 -0.1819 -1.5896

## Properties
multiplicity	1
structure (SMILES)	C[Si](Cl)(Cl)Br.C=CBr
E_HOMO	-0.3530	Ha
orbital gap	0.369	Eh



3.
C22H34EuN3O2S4Se | the ωB97M-V functional and the def2-TZVPD basis

Element x y z (Å)
1 Eu -0.1156 0.8207 0.1287
2 C 0.8350 3.9784 -1.9938
3 C 2.2468 3.7771 -1.4326
4 S 2.4902 2.1575 -0.6907
5 C 3.3100 1.2046 -2.0074
6 C 2.4328 0.7228 -3.1212
7 S 1.0377 -0.3022 -2.4751
8 C -0.1461 -0.0833 -3.8004
9 C -1.5915 -0.2927 -3.3814
10 S -2.3058 0.7409 -2.0216
11 C -2.1857 2.3894 -2.7420
12 C -2.0212 3.5456 -1.7539
13 S -0.4974 3.6574 -0.7945
14 H 0.6706 3.3355 -2.8743
15 H 0.7134 5.0320 -2.2889
16 H 2.4954 4.5293 -0.6480
17 H 2.9239 3.8316 -2.2859
18 H 3.7544 0.3619 -1.4757
19 H 4.0831 1.8269 -2.4639
20 H 2.9685 0.0612 -3.8193
21 H 2.0586 1.6211 -3.6547
22 H 0.0679 -0.8040 -4.5854
23 H -0.0667 0.9086 -4.2459
24 H -1.6568 -1.3077 -2.9667
25 H -2.3034 -0.1804 -4.1954
26 H -3.1708 2.4602 -3.2018
27 H -1.3826 2.4778 -3.4740
28 H -2.8192 3.5052 -0.9863
29 H -2.1470 4.4951 -2.2405
30 O -0.9245 -1.4154 0.4579
31 C -2.0727 -1.8112 0.9060
32 O -2.4284 -2.9290 1.1756
33 C -3.1862 -0.6682 1.1316
34 C -4.5341 -1.1439 1.1329
35 C -5.6034 -0.3203 1.3983
36 C -5.2854 1.0286 1.6596
37 C -3.9812 1.4512 1.6232
38 N -2.9019 0.6447 1.3448
39 H -4.6192 -2.2134 0.9476
40 H -6.6388 -0.6825 1.3659
41 H -6.0792 1.7393 1.9014
42 H -3.7678 2.5167 1.7925
43 N 0.1572 -1.4018 2.8190
44 C -0.1759 -0.5181 3.9778
45 C -0.1513 0.9860 3.6123
46 N 0.8191 1.4342 2.6120
47 H -0.3421 -1.2161 1.8968
48 H 0.0760 -2.3976 3.0198
49 H 1.1611 -1.2927 2.5088
50 H 0.5282 -0.7277 4.8007
51 H -1.1930 -0.7484 4.3237
52 H 0.0690 1.5114 4.5635
53 H -1.1525 1.2645 3.3147
54 H 1.7664 1.0761 2.8157
55 H 0.9102 2.4519 2.6859
56 Se 3.3172 -1.0738 1.6518
57 C 3.3020 -2.9388 1.2385
58 C 2.6904 -3.4461 0.0544
59 C 2.6610 -4.8387 -0.1748
60 C 3.3574 -5.6994 0.6690
61 C 3.9505 -5.1981 1.8357
62 C 3.9562 -3.8637 2.1373
63 H 2.2185 -2.7679 -0.6554
64 H 2.2232 -5.1962 -1.0857
65 H 3.3812 -6.7685 0.4494
66 H 4.4643 -5.9073 2.5351
67 H 4.3501 -3.3896 3.0495

## Properties
multiplicity	8
E_HOMO (spin up / spin down)	-0.3221 / -0.3222	Ha
net charge	+1
ΔE to the lowest compared entry with this formula, charge and spin	34.34	kcal per mole
orbital gap (spin up / spin down)	0.236 / 0.237	Eh



4.
C20H25N7O3S3 | the ωB97M-V functional and the def2-TZVPD basis

Element x y z (Å)
1 C 6.0614 -3.9588 -0.9103
2 C 5.0545 -3.0652 -1.6345
3 C 3.6904 -3.6414 -1.5912
4 N 3.0182 -4.0138 -2.6146
5 N 1.8237 -4.5217 -2.3435
6 C 1.5415 -4.5345 -1.0853
7 N 0.3876 -4.9956 -0.5133
8 C -0.8941 -5.0000 -1.0113
9 O -1.8162 -5.2759 -0.2826
10 C -1.0582 -4.6469 -2.4693
11 S -2.1173 -3.1757 -2.6145
12 C -1.1625 -2.0483 -1.7088
13 N 0.0147 -2.2736 -1.1837
14 N 0.3853 -1.1640 -0.5404
15 C -0.5515 -0.2592 -0.6813
16 C -0.4687 1.0650 -0.0898
17 C -1.0073 2.2005 -0.6937
18 C -0.8856 3.4344 -0.0783
19 C -0.2207 3.5344 1.1267
20 S -0.0889 5.1158 1.9535
21 O 1.2356 5.2618 2.4802
22 O -0.5908 6.1335 1.0690
23 N -1.1326 4.8339 3.2426
24 C -0.7684 5.4651 4.5021
25 C -1.6797 6.6863 4.5965
26 C -2.9911 6.1344 4.0378
27 C -2.5291 5.1433 2.9564
28 C 0.3441 2.4238 1.7266
29 C 0.2222 1.1903 1.1195
30 N -1.5824 -0.7808 -1.4281
31 C -2.8650 -0.2335 -1.7877
32 C -2.9016 0.2074 -3.2482
33 S 2.8336 -3.9069 -0.0758
34 H 5.7848 -4.0729 0.1357
35 H 6.0929 -4.9433 -1.3710
36 H 7.0537 -3.5192 -0.9620
37 H 5.0385 -2.0783 -1.1655
38 H 5.3329 -2.9504 -2.6828
39 H 0.4245 -5.1309 0.4911
40 H -1.6105 -5.4363 -2.9790
41 H -0.1043 -4.4540 -2.9577
42 H -1.4899 2.1377 -1.6558
43 H -1.2856 4.3297 -0.5275
44 H -0.9734 4.7596 5.3145
45 H 0.2939 5.6996 4.4839
46 H -1.2965 7.4772 3.9507
47 H -1.7759 7.0644 5.6119
48 H -3.6331 6.9103 3.6271
49 H -3.5365 5.6069 4.8213
50 H -3.1143 4.2193 2.9683
51 H -2.5861 5.5858 1.9597
52 H 0.8763 2.5492 2.6556
53 H 0.6576 0.3060 1.5568
54 H -3.0784 0.6016 -1.1164
55 H -3.6142 -1.0162 -1.6280
56 H -2.1281 0.9439 -3.4554
57 H -3.8706 0.6434 -3.4729
58 H -2.7453 -0.6489 -3.8995

## Properties
multiplicity	1
structure (SMILES)	CCc1nnc(NC(=O)CSc2nnc(-c3ccc(S(=O)(=O)N4CCCC4)cc3)n2CC)s1
E_HOMO	-0.3087	Ha
ΔE to the lowest compared entry with this formula, charge and spin	5.56	kcal per mole
orbital gap	0.314	Eh



5.
C5H14NO | the ωB97M-V functional and the def2-TZVPD basis

Element x y z (Å)
1 C 2.5280 0.8595 -0.9187
2 C 1.2869 1.7791 -1.1938
3 C -0.0460 0.9717 -1.2125
4 C -0.1265 0.2549 0.1266
5 C -0.2552 -1.0448 0.4917
6 N -0.6616 1.2398 1.1817
7 H 3.1535 0.8375 -1.7856
8 H 2.1756 -0.1492 -0.6798
9 H 3.0529 1.1483 -0.0124
10 H 1.3629 2.1758 -2.1917
11 H 1.2001 2.5543 -0.4342
12 H -0.9674 1.5568 -1.3722
13 H -0.0532 0.1840 -1.9643
14 H 0.3391 -1.5733 1.2702
15 H -1.0691 -1.7278 0.2261
16 H -0.3376 2.1897 0.9461
17 H -0.2018 1.0834 2.0905
18 H -1.6778 1.2035 1.2147
19 H -3.0112 -3.5584 1.6219
20 H -2.1873 -4.2229 0.5567
21 O -2.2023 -3.4324 1.1008

## Properties
multiplicity	1
E_HOMO	-0.4731	Ha
net charge	+1
ΔE to the lowest compared entry with this formula, charge and spin	98.61	kcal per mole
orbital gap	0.298	Eh



6.
C5H4O2 | the ωB97M-V functional and the def2-TZVPD basis

Element x y z (Å)
1 O -1.4271 1.6787 -1.3056
2 C -0.6748 1.0538 -0.6124
3 C 0.0193 1.2619 0.6598
4 C 0.5701 0.0922 1.0532
5 C 0.4442 -1.0905 0.1214
6 C -0.2608 -0.5711 -1.0862
7 O -0.7420 -0.9924 -2.1014
8 H 0.2346 2.2376 1.0936
9 H 1.1426 -0.0023 1.9750
10 H -0.4911 -1.7949 -0.0775
11 H 1.1850 -1.8731 0.2800

## Properties
multiplicity	1
structure (SMILES)	O=C1C=CCC1=O
E_HOMO	-0.3280	Ha
ΔE to the lowest compared entry with this formula, charge and spin	52.93	kcal per mole
orbital gap	0.312	Eh



E across the listed records, respectively: -784.18854, -6475.90861, -5877.83267, -2580.68754, -328.52909, -343.30802 hartree.